1.
Formula: C12H25N5O3
Source: the Open Molecules 2025 dataset
Level of theory: ωB97M-V/def2-TZVPD

Geometry as XYZ:
```
45
Properties=species:S:1:pos:R:3
H 0.87 2.35 -7.43
N 0.26 2.70 -6.71
C 0.26 1.80 -5.80
N 0.67 0.54 -5.81
N -0.47 2.01 -4.59
C -0.69 1.20 -3.36
C 0.53 1.74 -2.33
C 0.82 0.77 -1.16
C -0.08 -0.66 -1.30
N 0.06 -1.40 0.00
C -0.73 -0.85 0.93
O -1.80 -0.35 0.66
C -0.02 -1.05 2.28
N 0.95 -0.01 2.49
C -0.96 -1.24 3.40
C -0.47 -0.90 4.84
C 0.40 0.35 5.27
C -1.61 -0.96 5.86
C 0.81 -1.57 -2.31
O 1.64 -1.17 -3.10
O 0.56 -2.85 -1.99
H 1.02 0.21 -6.70
H 1.16 0.32 -4.94
H -1.20 2.80 -4.85
H -0.46 0.17 -3.56
H -1.63 1.38 -2.87
H 1.48 1.95 -2.95
H 0.20 2.69 -1.87
H 0.69 1.39 -0.20
H 1.89 0.50 -1.26
H -1.07 -0.71 -1.69
H 1.04 -1.36 0.39
H 0.43 -2.02 2.10
H 0.83 0.71 1.73
H 1.93 -0.32 2.39
H -1.89 -0.71 3.19
H -1.36 -2.21 3.41
H 0.24 -1.64 4.97
H -0.22 1.25 5.10
H 1.39 0.49 4.74
H 0.64 0.37 6.29
H -2.20 -1.84 5.73
H -2.41 -0.17 5.95
H -1.18 -1.05 6.83
H -0.32 -2.68 -1.78
```

Results
structure (SMILES): [H]/N=C(\N)NCCC[C@H](NC(=O)[C@@H](N)CC(C)C)C(=O)O
max |F|: 5.29 eV Å⁻¹
ΔE to the lowest compared entry with this formula, charge and spin: 481.9 kJ/mol
HOMO level: -8.44 eV
lowest unoccupied orbital energy: 0.2579 eV
gap between HOMO and LUMO: 8.694 eV
molecular weight: 287.4 g/mol

2.
Formula: C3H7NO2
Source: the Open Molecules 2025 dataset
Level of theory: ωB97M-V/def2-TZVPD

Geometry as XYZ:
```
13
Properties=species:S:1:pos:R:3
C -2.33 0.01 -0.68
N -1.31 0.21 0.51
C 0.03 -0.32 0.31
O 0.30 -1.48 0.45
O 0.85 0.65 -0.09
C 2.17 0.21 -0.44
H -1.88 0.62 -1.48
H -1.71 -0.28 1.31
H -2.14 -1.04 -0.96
H -1.28 1.20 0.71
H 2.63 -0.32 0.40
H 2.73 1.11 -0.68
H 2.12 -0.46 -1.30
```

Results
max |F|: 0.68 eV Å⁻¹
ΔE to the lowest compared entry with this formula, charge and spin: 381.2 kJ/mol
HOMO level: -7.09 eV
lowest unoccupied orbital energy: 0.4542 eV
gap between HOMO and LUMO: 7.546 eV
molecular weight: 89.1 g/mol

3.
Formula: C18H34CdIN8O2S
Source: the Open Molecules 2025 dataset
Level of theory: ωB97M-V/def2-TZVPD

Geometry as XYZ:
```
65
Properties=species:S:1:pos:R:3
Cd 0.39 -0.27 0.09
N -1.92 0.31 0.42
C -2.49 -0.40 1.58
C -1.51 -0.31 2.75
N -0.17 -0.80 2.41
C 0.11 -2.21 2.75
C -0.15 -3.15 1.58
N 0.66 -2.73 0.43
H -1.87 1.31 0.60
H -2.50 0.18 -0.40
H -2.65 -1.44 1.30
H -3.45 0.00 1.89
H -1.92 -0.86 3.60
H -1.42 0.73 3.05
H 0.53 -0.21 2.84
H -0.49 -2.53 3.61
H 1.16 -2.29 3.04
H -1.20 -3.11 1.29
H 0.06 -4.17 1.90
H 0.36 -3.20 -0.43
H 1.63 -2.98 0.58
N 2.69 -0.40 -0.44
C 3.80 -0.72 0.48
C 4.32 0.52 1.20
C 3.48 1.09 2.33
N 2.12 1.47 1.91
H 2.60 -1.11 -1.16
H 2.93 0.45 -0.95
H 4.62 -1.18 -0.06
H 3.45 -1.44 1.23
H 4.51 1.30 0.45
H 5.30 0.27 1.62
H 4.03 1.93 2.76
H 3.39 0.34 3.12
H 2.15 2.12 1.13
H 1.68 2.00 2.66
I -5.13 -5.44 -2.48
C -3.61 -4.03 -2.66
C -2.99 -3.55 -1.52
C -1.97 -2.62 -1.65
C -1.58 -2.15 -2.90
C -2.22 -2.63 -4.03
C -3.23 -3.58 -3.92
C -0.49 -1.11 -3.08
O -0.41 -0.51 -4.14
O 0.31 -0.91 -2.08
H -3.30 -3.90 -0.54
H -1.47 -2.24 -0.77
H -1.93 -2.25 -5.00
H -3.72 -3.96 -4.81
C -1.66 5.84 0.07
C -0.29 5.33 0.52
C 0.13 4.10 -0.23
N -0.01 2.90 0.21
N 0.37 1.94 -0.71
C 0.78 2.44 -1.85
N 1.19 1.69 -2.89
S 0.78 4.17 -1.84
H -1.96 6.69 0.68
H -2.42 5.06 0.18
H -1.65 6.16 -0.97
H -0.30 5.08 1.58
H 0.46 6.11 0.38
H 0.89 0.71 -2.87
H 1.22 2.11 -3.80
```

Results
max |F|: 0.42 eV Å⁻¹
HOMO level: -10.69 eV
net charge: +1
lowest unoccupied orbital energy: -2.0469 eV
gap between HOMO and LUMO: 8.638 eV
molecular weight: 665.9 g/mol

4.
Formula: C23H41N2P3RuSe
Source: the Open Molecules 2025 dataset
Level of theory: ωB97M-V/def2-TZVPD

Geometry as XYZ:
```
71
Properties=species:S:1:pos:R:3
Ru -0.04 -0.37 -0.94
P -1.11 -1.97 0.02
P 1.41 -0.51 0.75
P 1.41 -1.65 -2.02
H -2.14 1.68 -2.89
C -2.54 0.84 -3.46
C -2.77 -0.36 -2.89
H -2.41 -0.55 -1.88
C -2.45 -1.08 0.89
C -0.65 -3.25 1.25
C -1.99 -2.99 -1.18
C 2.70 0.79 0.64
C 0.68 -0.09 2.39
C 2.48 -1.91 1.33
C 0.66 -1.89 -3.64
C 2.13 -3.31 -1.67
C 2.94 -0.73 -2.38
H -2.93 1.05 -4.46
H -3.38 -1.13 -3.36
H -2.14 -0.13 1.35
H -2.84 -1.72 1.70
H -3.25 -0.88 0.16
H -0.26 -2.84 2.19
H 0.07 -3.96 0.83
H -1.57 -3.80 1.49
H -2.31 -2.43 -2.06
H -2.87 -3.41 -0.68
H -1.34 -3.82 -1.50
H 3.32 0.68 1.54
H 2.23 1.78 0.58
H 3.34 0.62 -0.24
H 1.51 -0.12 3.12
H -0.08 -0.82 2.70
H 0.26 0.92 2.35
H 2.81 -1.63 2.34
H 3.38 -1.98 0.69
H 1.94 -2.87 1.36
H 1.32 -2.58 -4.19
H 0.61 -0.92 -4.14
H -0.34 -2.32 -3.54
H 2.58 -3.63 -2.63
H 1.35 -4.03 -1.37
H 2.91 -3.26 -0.91
H 3.30 -1.11 -3.34
H 3.70 -0.91 -1.62
H 2.73 0.35 -2.47
C 0.75 3.42 -1.03
C 0.16 2.28 -1.60
C 0.56 1.95 -2.90
C 1.81 2.43 -3.36
C 2.57 3.32 -2.58
C 2.05 3.80 -1.37
Se -0.35 4.53 0.01
H -1.15 4.81 -1.21
H -0.69 1.78 -1.09
H -0.15 1.41 -3.54
H 2.17 2.08 -4.33
H 3.56 3.64 -2.93
H 2.59 4.48 -0.70
N -1.58 -0.11 7.59
C -1.76 0.56 6.64
C -2.02 1.30 5.44
C -1.97 2.70 5.38
C -2.29 3.34 4.19
C -2.55 2.54 3.06
N -2.50 1.22 3.12
C -2.34 0.59 4.27
H -1.68 3.27 6.27
H -2.34 4.43 4.10
H -2.79 2.99 2.09
H -2.44 -0.50 4.29
```

Results
max |F|: 4.72 eV Å⁻¹
⟨S²⟩: 8.79
ΔE to the lowest compared entry with this formula, charge and spin: 149.4 kJ/mol
multiplicity: 6
HOMO level (alpha / beta): -15.37 / -16.34 eV
net charge: +3
lowest unoccupied orbital energy (alpha / beta): -8.8222 / -13.7025 eV
gap between HOMO and LUMO (alpha / beta): 6.552 / 2.633 eV
molecular weight: 618.5 g/mol

5.
Formula: C7H24N10NiO7
Source: the Open Molecules 2025 dataset
Level of theory: ωB97M-V/def2-TZVPD

Geometry as XYZ:
```
49
Properties=species:S:1:pos:R:3
Ni -0.05 -0.12 0.83
O 0.87 -0.59 2.65
C 1.69 0.52 2.98
C 1.26 1.92 2.36
O 0.78 1.85 1.07
H 2.61 0.24 2.45
H 1.89 0.53 4.05
H 2.12 2.55 2.57
H 0.48 2.49 2.86
C -1.31 -3.26 0.41
O -1.25 -2.11 0.71
N -2.44 -3.78 0.18
N -0.30 -4.06 0.37
H -2.47 -4.77 0.03
H -3.25 -3.18 0.26
H 0.54 -3.53 0.53
H -0.36 -5.07 0.26
C 3.09 2.32 -1.62
O 3.82 2.50 -2.57
N 1.88 1.92 -1.68
N 3.30 2.72 -0.42
H 1.69 1.33 -2.48
H 1.38 1.76 -0.81
H 4.11 3.30 -0.21
H 2.58 2.55 0.27
C -1.10 1.03 -2.04
O -0.56 0.44 -1.12
N -0.80 1.13 -3.30
N -2.12 1.77 -1.83
H -1.47 1.60 -3.89
H -0.14 0.46 -3.68
H -2.80 2.11 -2.50
H -2.37 2.10 -0.91
C -3.27 0.51 1.87
O -2.10 0.48 1.41
N -3.76 1.20 2.97
N -4.31 -0.04 1.24
H -3.13 1.75 3.53
H -4.67 0.88 3.27
H -5.20 0.22 1.63
H -4.21 -0.56 0.38
C 2.08 -1.38 -1.18
O 1.39 -1.28 -0.15
N 3.30 -1.35 -1.19
N 1.71 -1.92 -2.25
H 3.69 -1.00 -0.33
H 3.91 -1.47 -1.99
H 0.81 -2.37 -2.22
H 2.45 -2.36 -2.78
```

Results
max |F|: 10.97 eV Å⁻¹
⟨S²⟩: 3.75
ΔE to the lowest compared entry with this formula, charge and spin: 37.5 kJ/mol
multiplicity: 4
HOMO level (alpha / beta): 0.31 / -3.61 eV
net charge: -1
lowest unoccupied orbital energy (alpha / beta): 2.6121 / 2.6117 eV
gap between HOMO and LUMO (alpha / beta): 2.301 / 6.218 eV
molecular weight: 419.0 g/mol

6.
Formula: C23H35N2O2S
Source: the Open Molecules 2025 dataset
Level of theory: ωB97M-V/def2-TZVPD

Geometry as XYZ:
```
63
Properties=species:S:1:pos:R:3
C 2.63 2.13 0.86
C 1.04 2.09 0.67
O 0.56 1.19 1.68
C 0.56 3.57 0.81
C -0.99 3.78 0.78
C -1.45 5.19 0.72
C -2.86 5.53 0.73
C -3.84 4.42 0.81
C -3.46 3.02 0.84
C -1.99 2.74 0.82
N -4.30 1.86 0.92
C -5.72 2.07 0.88
C -6.55 0.84 0.90
C -7.99 0.91 0.91
C -8.74 2.19 0.87
C -7.93 3.40 0.85
C -6.45 3.32 0.86
S -5.58 4.90 0.88
H 2.79 2.47 1.93
H 3.08 2.93 0.21
H 3.11 1.13 0.77
H 0.87 1.73 -0.38
H 0.44 1.68 2.51
H 1.00 3.99 1.77
H 1.00 4.20 -0.02
H -0.69 6.01 0.69
H -3.20 6.59 0.71
H -1.65 1.68 0.84
H -4.01 1.11 0.30
H -6.07 -0.17 0.94
H -8.61 -0.02 0.93
H -9.85 2.18 0.88
H -8.46 4.38 0.84
C 1.42 -3.39 0.78
C 1.79 -3.53 -0.69
N 2.50 -2.33 -1.28
C 1.56 -1.13 -1.18
C 2.71 -2.52 -2.78
C 3.64 -3.65 -3.20
C 3.78 -1.91 -0.54
C 4.85 -2.97 -0.33
O 4.36 -4.06 0.43
C 4.99 -5.31 0.12
H 0.70 -2.59 0.95
H 0.95 -4.32 1.12
H 2.28 -3.22 1.42
H 0.88 -3.67 -1.28
H 2.41 -4.41 -0.85
H 0.62 -1.39 -1.66
H 2.02 -0.29 -1.69
H 1.41 -0.88 -0.13
H 3.08 -1.58 -3.18
H 1.72 -2.70 -3.20
H 4.68 -3.34 -3.17
H 3.44 -3.90 -4.24
H 3.51 -4.56 -2.62
H 3.45 -1.55 0.44
H 4.19 -1.07 -1.09
H 5.67 -2.52 0.24
H 5.28 -3.30 -1.28
H 5.95 -5.18 -0.38
H 4.32 -5.90 -0.51
H 5.15 -5.85 1.06
```

Results
max |F|: 3.63 eV Å⁻¹
HOMO level: -8.68 eV
net charge: +1
lowest unoccupied orbital energy: -2.3271 eV
gap between HOMO and LUMO: 6.349 eV
molecular weight: 403.6 g/mol

Number 1: total energy -26439.374 eV. Number 2: total energy -8806.578 eV. Number 3: total energy -58731.514 eV. Number 4: total energy -123257.004 eV. Number 5: total energy -77924.491 eV. Number 6: total energy -42320.349 eV.